--- 1 ---
Formula: C2H2FO2S
Source: the OMol25 dataset
Level of theory: ωB97M-V with the def2-TZVPD basis set

The geometry in ORCA input format:
```
! RIJCOSX wB97M-V def2-TZVPD def2/J DEFGRID3
* xyz -1 1
C -1.265 0.679 1.459
C -1.317 0.838 0.209
O 1.827 -2.130 -1.545
O 1.958 0.187 -2.001
F 0.006 -0.083 -0.361
S 1.103 -0.961 -1.910
H -1.843 1.217 2.069
H -0.469 0.253 2.079
*
```

Its HOMO energy is -0.157 hartree. As for the lowest unoccupied orbital energy: 3.82 eV. The calculation puts the HOMO-LUMO gap at 8.100 eV.

--- 2 ---
Formula: C2H2FO2S
Source: the OMol25 dataset
Level of theory: ωB97M-V with the def2-TZVPD basis set

The geometry in ORCA input format:
```
! RIJCOSX wB97M-V def2-TZVPD def2/J DEFGRID3
* xyz -1 1
C 0.098 1.030 -0.861
C -1.897 -1.640 -0.180
O -0.797 -2.605 -0.112
O -1.214 -1.954 2.338
F 1.052 1.862 -0.277
S -0.683 -1.540 1.058
H -0.779 1.718 -0.763
H -1.755 -0.927 -0.952
*
```

Its HOMO energy (spin up / spin down) is -0.093 / -0.092 hartree. As for the lowest unoccupied orbital energy (spin up / spin down): 2.73 / 2.73 eV. The calculation puts the HOMO-LUMO gap (spin up / spin down) at 5.258 / 5.240 eV.

Q: Which of them is the most stable? A: 1.

--- 1 ---
Formula: C2H5Cl2N
Source: the OMol25 dataset
Level of theory: ωB97M-V with the def2-TZVPD basis set

The geometry in ORCA input format:
```
! RIJCOSX wB97M-V def2-TZVPD def2/J DEFGRID3
* xyz 0 1
C 0.293 0.114 0.422
C 0.049 -1.045 -0.708
H -1.557 1.581 0.745
H 0.256 2.248 0.542
H 0.229 -0.614 1.639
H 1.419 0.158 0.198
H 0.320 -1.718 0.040
N -0.542 1.433 0.101
Cl -1.643 -1.154 -1.136
Cl 1.177 -1.004 -1.843
*
```

Its HOMO energy is -0.365 hartree. As for the lowest unoccupied orbital energy: 0.68 eV. The calculation puts the HOMO-LUMO gap at 10.611 eV.

--- 2 ---
Formula: C2H5Cl2N
Source: the OMol25 dataset
Level of theory: ωB97M-V with the def2-TZVPD basis set

The geometry in ORCA input format:
```
! RIJCOSX wB97M-V def2-TZVPD def2/J DEFGRID3
* xyz 0 1
C 0.480 -0.142 0.632
C -0.917 0.693 0.224
H 1.131 -0.114 -1.018
H 1.320 -1.785 -0.705
H 1.339 0.390 1.171
H -0.042 -0.615 1.456
H -1.519 1.254 0.839
N 0.585 -0.941 -0.759
Cl -0.536 1.931 -1.061
Cl -1.842 -0.672 -0.779
*
```

Its HOMO energy is -0.341 hartree. As for the lowest unoccupied orbital energy: 0.85 eV. Its structure (SMILES) is NCC(Cl)Cl. The calculation puts the HOMO-LUMO gap at 10.117 eV.

Q: Which of them is the most stable? A: 2.

--- 1 ---
Formula: C5H24N2O7
Source: the OMol25 dataset
Level of theory: ωB97M-V with the def2-TZVPD basis set

The geometry in ORCA input format:
```
! RIJCOSX wB97M-V def2-TZVPD def2/J DEFGRID3
* xyz 0 1
C 1.756 0.776 -1.602
C 1.347 2.019 -0.780
C 2.578 2.422 0.039
C 0.170 1.533 0.147
N 0.569 0.153 -2.209
C 0.156 -1.093 -1.826
N -0.815 -1.849 -2.643
O 0.658 -1.597 -0.839
H 2.431 1.063 -2.405
H 2.130 -0.024 -0.938
H 0.863 2.877 -1.253
H 2.528 3.379 0.545
H 3.481 2.148 -0.513
H 2.618 1.804 0.936
H 0.462 0.570 0.595
H -0.871 1.409 -0.179
H 0.218 2.246 1.006
H 0.036 0.585 -2.958
H -1.653 -2.073 -2.071
H -0.516 -2.782 -2.889
H -2.394 0.627 -0.992
H -3.406 1.020 -1.942
O -3.100 1.289 -1.052
H -0.029 -2.349 2.026
H 0.145 -2.931 0.631
O 0.088 -3.188 1.564
H -4.019 -1.680 0.321
H -3.913 -1.104 -1.089
O -3.411 -1.575 -0.417
H 2.322 -2.843 1.610
H 2.371 -1.707 0.719
O 2.565 -1.906 1.648
H -1.961 0.457 2.691
H -3.397 1.115 2.589
O -2.444 1.276 2.548
H 0.655 0.710 3.300
H 1.302 -0.598 2.691
O 0.480 -0.181 2.990
*
```

Its HOMO energy is -0.367 hartree. As for the lowest unoccupied orbital energy: 0.20 eV. Its structure (SMILES) is CC(C)CNC(N)=O.O.O.O.O.O.O. The calculation puts the HOMO-LUMO gap at 10.178 eV.

--- 2 ---
Formula: C5H24N2O7
Source: the OMol25 dataset
Level of theory: ωB97M-V with the def2-TZVPD basis set

The geometry in ORCA input format:
```
! RIJCOSX wB97M-V def2-TZVPD def2/J DEFGRID3
* xyz 0 1
N 1.818 -2.103 -0.309
C 1.099 -0.771 0.064
C 1.864 0.513 -0.211
N 0.923 1.613 -0.551
C 1.532 2.504 -1.583
C 0.278 2.272 0.666
C -1.241 1.971 0.560
O -1.712 1.648 -0.530
H 2.714 -2.177 -0.836
H 1.317 -2.692 -0.963
H 0.756 -0.933 1.062
H 0.304 -0.783 -0.652
H 2.658 0.262 -0.994
H 2.367 0.749 0.741
H 0.671 3.244 -1.917
H 2.307 3.138 -1.238
H 1.913 1.887 -2.501
H 0.483 3.282 0.554
H 0.538 1.799 1.601
H -1.732 2.196 1.481
H -0.118 0.061 3.612
H -1.054 -0.376 2.652
O -0.472 0.482 2.883
H -1.994 -0.945 -0.663
H -3.165 -1.660 -0.013
O -2.279 -1.596 -0.167
H -2.292 0.006 -2.125
H -2.923 -0.769 -3.104
O -3.220 -0.237 -2.331
H -0.243 0.319 -3.982
H -0.161 0.826 -2.398
O -0.064 0.104 -3.029
H -1.963 -1.912 1.698
H -0.818 -2.229 2.775
O -1.649 -1.910 2.585
H 1.378 -2.207 3.046
H 1.303 -2.762 1.578
O 0.877 -2.812 2.538
*
```

Its HOMO energy is -0.323 hartree. As for the lowest unoccupied orbital energy: 0.51 eV. Its structure (SMILES) is CN(CC=O)CCN.O.O.O.O.O.O. The calculation puts the HOMO-LUMO gap at 9.300 eV.

Q: Which of them is the most stable? A: 1.

--- 1 ---
Formula: C50H42Br6N8O16
Source: the OMol25 dataset
Level of theory: ωB97M-V with the def2-TZVPD basis set

The geometry in ORCA input format:
```
! RIJCOSX wB97M-V def2-TZVPD def2/J DEFGRID3
* xyz 0 1
C -22.457 1.561 -8.550
C -21.559 0.948 -7.701
C -21.341 1.475 -6.422
C -22.086 2.563 -6.020
C -22.978 3.203 -6.901
C -23.162 2.705 -8.169
N -21.926 3.117 -4.673
O -21.048 2.720 -3.936
O -22.750 3.945 -4.358
H -22.694 1.085 -9.493
H -21.188 -0.054 -7.938
H -20.768 0.940 -5.675
H -23.532 4.076 -6.598
H -23.956 3.100 -8.776
C -25.558 2.538 -2.773
C -26.383 2.711 -3.849
C -26.213 2.038 -5.026
C -25.181 1.100 -5.075
C -24.329 0.852 -3.968
C -24.546 1.588 -2.815
N -25.012 0.253 -6.286
O -25.672 0.545 -7.283
O -24.249 -0.674 -6.218
H -25.666 3.129 -1.893
H -27.124 3.497 -3.784
H -26.852 2.175 -5.858
H -23.571 0.084 -3.993
H -23.861 1.532 -1.967
C -18.729 5.675 -11.694
C -18.321 6.845 -12.327
C -19.307 7.690 -12.755
C -20.610 7.522 -12.354
C -20.969 6.418 -11.695
C -20.052 5.474 -11.286
N -21.673 8.416 -12.839
O -21.278 9.434 -13.386
O -22.821 8.253 -12.500
H -17.941 4.957 -11.458
H -17.297 6.938 -12.684
H -19.036 8.610 -13.234
H -22.020 6.318 -11.521
H -20.272 4.675 -10.627
C -25.606 10.779 -14.756
C -26.968 10.870 -14.801
C -27.725 10.697 -13.651
C -27.063 10.425 -12.455
C -25.666 10.320 -12.419
C -24.949 10.479 -13.587
N -27.881 10.039 -11.311
O -29.085 9.990 -11.443
O -27.330 9.885 -10.223
H -25.026 10.991 -15.639
H -27.457 11.117 -15.719
H -28.801 10.842 -13.690
H -25.154 9.968 -11.530
H -23.870 10.398 -13.577
C -22.717 10.664 -5.722
C -21.974 10.271 -4.624
C -22.424 10.559 -3.376
C -23.568 11.296 -3.180
C -24.275 11.773 -4.254
C -23.853 11.470 -5.569
N -23.971 11.636 -1.812
O -24.888 12.419 -1.721
O -23.423 11.092 -0.859
H -22.426 10.308 -6.686
H -21.151 9.586 -4.775
H -21.802 10.204 -2.563
H -25.154 12.369 -4.018
H -24.413 11.882 -6.400
C -30.570 3.782 -8.093
C -29.540 2.876 -8.030
C -29.686 1.594 -8.526
C -30.892 1.234 -9.087
C -31.976 2.100 -9.130
C -31.803 3.380 -8.623
N -31.036 -0.135 -9.636
O -30.039 -0.875 -9.603
O -32.150 -0.487 -9.960
H -30.485 4.820 -7.856
H -28.566 3.241 -7.739
H -28.887 0.867 -8.509
H -32.925 1.839 -9.563
H -32.569 4.124 -8.765
C -31.079 11.790 -7.681
C -30.705 13.067 -7.922
C -29.336 13.335 -8.177
C -28.417 12.345 -8.070
C -28.810 11.027 -7.795
C -30.168 10.733 -7.601
N -27.011 12.654 -8.367
O -26.191 11.851 -7.953
O -26.717 13.669 -8.966
H -32.123 11.588 -7.478
H -31.352 13.896 -8.010
H -29.031 14.361 -8.395
H -28.061 10.258 -7.712
H -30.491 9.755 -7.326
C -25.141 8.801 -8.445
C -24.832 7.635 -9.156
C -25.263 6.406 -8.650
C -25.939 6.370 -7.441
C -26.245 7.527 -6.736
C -25.808 8.742 -7.222
N -26.425 5.062 -6.991
O -26.007 4.082 -7.550
O -27.360 5.008 -6.202
H -24.829 9.743 -8.884
H -24.325 7.626 -10.118
H -24.971 5.450 -9.068
H -26.707 7.495 -5.768
H -26.052 9.658 -6.720
C -28.880 10.640 -3.499
Br -28.337 11.656 -1.940
Br -29.872 9.111 -2.859
Br -27.206 9.910 -4.194
H -29.392 11.248 -4.243
C -26.137 4.136 -11.955
Br -27.050 5.855 -11.722
Br -26.623 2.983 -10.489
Br -24.224 4.498 -11.724
H -26.340 3.683 -12.908
*
```

Its HOMO energy is -0.357 hartree. As for the lowest unoccupied orbital energy: -1.01 eV. The calculation puts the HOMO-LUMO gap at 8.701 eV.

--- 2 ---
Formula: C50H42Br6N8O16
Source: the OMol25 dataset
Level of theory: ωB97M-V with the def2-TZVPD basis set

The geometry in ORCA input format:
```
! RIJCOSX wB97M-V def2-TZVPD def2/J DEFGRID3
* xyz 0 1
C -2.062 -2.112 11.977
C -3.449 -2.064 12.008
C -4.056 -1.184 12.931
C -3.311 -0.187 13.530
C -1.905 -0.158 13.297
C -1.283 -1.185 12.647
N -3.911 0.822 14.380
O -4.656 0.317 15.192
O -3.537 1.972 14.342
H -1.496 -2.808 11.376
H -3.997 -2.832 11.482
H -5.120 -1.254 13.100
H -1.247 0.593 13.709
H -0.213 -1.056 12.582
C -8.420 2.143 -8.050
C -9.637 2.430 -8.695
C -9.612 3.507 -9.613
C -8.535 4.406 -9.733
C -7.364 4.080 -9.045
C -7.333 2.950 -8.269
N -8.722 5.646 -10.571
O -7.936 6.531 -10.452
O -9.795 5.628 -11.297
H -8.463 1.348 -7.321
H -10.476 1.773 -8.517
H -10.539 3.696 -10.135
H -6.526 4.761 -9.034
H -6.427 2.794 -7.701
C 5.898 -1.926 -4.701
C 5.361 -1.691 -5.946
C 6.194 -1.578 -7.060
C 7.541 -1.859 -6.976
C 8.114 -2.153 -5.746
C 7.307 -2.127 -4.589
N 8.339 -1.940 -8.199
O 9.556 -2.040 -8.196
O 7.746 -1.841 -9.264
H 5.301 -2.054 -3.810
H 4.295 -1.534 -6.017
H 5.740 -1.419 -8.027
H 9.159 -2.420 -5.688
H 7.906 -2.374 -3.725
C 8.618 9.604 3.140
C 9.358 8.653 3.721
C 9.266 7.264 3.294
C 8.305 6.821 2.344
C 7.592 7.884 1.817
C 7.726 9.249 2.156
N 8.251 5.376 1.847
O 7.168 4.861 1.443
O 9.181 4.662 2.101
H 8.690 10.631 3.466
H 9.957 8.951 4.569
H 9.758 6.476 3.845
H 6.706 7.742 1.217
H 7.104 10.015 1.717
C 6.329 4.141 -8.674
C 5.198 4.066 -9.552
C 3.935 4.190 -8.930
C 3.769 4.424 -7.550
C 4.867 4.528 -6.728
C 6.163 4.446 -7.338
N 2.439 4.521 -6.971
O 2.401 4.527 -5.725
O 1.434 4.645 -7.635
H 7.341 4.045 -9.040
H 5.225 3.795 -10.597
H 3.060 4.038 -9.544
H 4.665 4.798 -5.702
H 7.076 4.665 -6.804
C -11.461 -8.839 0.837
C -10.734 -7.673 0.647
C -9.677 -7.347 1.453
C -9.301 -8.179 2.490
C -9.928 -9.439 2.654
C -10.972 -9.753 1.827
N -8.185 -7.820 3.446
O -7.636 -6.733 3.348
O -7.641 -8.727 4.128
H -12.324 -9.127 0.254
H -10.805 -6.935 -0.139
H -9.157 -6.415 1.285
H -9.644 -10.228 3.335
H -11.442 -10.687 2.100
C -0.590 1.732 4.446
C 0.079 2.101 3.283
C -0.435 1.691 2.079
C -1.587 0.920 1.955
C -2.284 0.592 3.186
C -1.796 0.980 4.430
N -2.246 0.430 0.733
O -1.649 0.621 -0.302
O -3.483 0.214 0.739
H -0.235 2.131 5.385
H 1.017 2.637 3.311
H 0.165 2.090 1.274
H -3.217 0.048 3.194
H -2.371 0.701 5.301
C 1.674 -6.946 0.022
C 2.087 -8.051 -0.612
C 2.830 -8.969 0.008
C 3.153 -8.804 1.364
C 2.609 -7.750 2.135
C 1.828 -6.853 1.382
N 4.092 -9.784 2.006
O 4.846 -10.474 1.276
O 4.160 -9.783 3.233
H 1.183 -6.173 -0.550
H 1.875 -8.172 -1.664
H 3.041 -9.887 -0.519
H 2.801 -7.633 3.191
H 1.394 -5.959 1.805
C 6.628 1.592 7.336
Br 5.984 2.154 9.117
Br 5.714 -0.071 6.544
Br 8.602 1.445 7.326
H 6.485 2.460 6.691
C -6.573 5.120 -1.836
Br -7.564 4.558 -0.175
Br -4.879 6.173 -1.560
Br -8.038 5.988 -2.845
H -6.411 4.212 -2.417
*
```

Its HOMO energy is -0.370 hartree. As for the lowest unoccupied orbital energy: -0.85 eV. The calculation puts the HOMO-LUMO gap at 9.204 eV.

Q: Which of them is the most stable? A: 1.